This record from the Open Molecules 2025 dataset describes 6 unconnected molecules or ions with the total composition C27H53NO24S5. The level of theory is wB97M-V/def2-TZVPD.

ORCA input file:
```
! wB97M-V def2-TZVPD RIJCOSX def2/J DEFGRID3
* xyz 0 1
C 4.72106 -2.32015 2.91978
O 3.59107 -1.47716 2.92762
C 2.83509 -1.64252 1.70547
C 1.80738 -2.77833 1.90913
C 0.75024 -2.96406 0.79245
C -0.48577 -3.69704 1.41814
C -1.85532 -3.18235 0.91337
N -1.85106 -2.88095 -0.52786
C 2.34520 -0.31692 1.09300
C 3.35031 0.84789 1.31256
C 4.61917 0.52586 0.46985
C 4.46954 0.89661 -1.10638
O 5.32461 1.61113 0.01696
O 1.02909 0.14241 1.32485
C 0.43926 0.06912 2.59593
C 1.26313 0.46844 3.85016
C 0.89863 1.84559 4.45587
O 1.57918 2.80670 4.15305
C -0.82702 0.97086 2.51753
C -1.68343 0.45490 1.29847
C -1.44075 1.36470 0.05729
C -3.19016 0.58584 1.63581
H 5.26120 -2.21497 3.86838
H 4.45489 -3.38448 2.82325
H 5.43977 -2.07133 2.12153
H 3.57715 -2.04263 0.98874
H 2.37353 -3.71111 2.04020
H 1.33715 -2.60693 2.88718
H 0.46196 -2.04392 0.28410
H 1.16856 -3.69821 0.09346
H -0.42972 -4.78164 1.26083
H -0.50100 -3.57049 2.51223
H -2.22142 -2.34860 1.53447
H -2.58274 -3.99216 1.07434
H -1.49381 -1.94122 -0.67600
H -2.82515 -2.87623 -0.81563
H 2.40590 -0.46913 0.00328
H 3.79418 0.85946 2.31368
H 2.98350 1.80085 0.93786
H 5.17318 -0.39031 0.70588
H 4.84266 -0.17092 -1.31031
H 5.21544 1.30057 -1.81772
H 0.01593 -0.93321 2.78247
H 2.34973 0.46776 3.76145
H 1.02389 -0.26105 4.64466
H 0.00682 1.89932 5.11720
H -0.56985 2.00157 2.24857
H -1.45012 0.87857 3.41212
H -1.37171 -0.55940 1.04222
H -1.44637 2.42848 0.32080
H -2.24315 1.17880 -0.68098
H -0.48397 1.13036 -0.42594
H -3.54536 1.60137 1.44548
H -3.35110 0.34076 2.69456
H -3.77083 -0.09574 0.99969
C 8.27707 4.22647 0.78310
C 8.60165 2.76259 0.97114
O 9.89040 2.75354 1.60083
S 10.02619 4.04482 2.54904
O 9.72322 3.66377 3.87960
O 11.22378 4.72106 2.21095
O 8.77676 4.86670 1.96471
H 8.80198 4.64307 -0.07934
H 7.20988 4.40232 0.67566
H 8.63106 2.21949 0.03052
H 7.88977 2.28222 1.64548
C -5.98443 2.48015 -3.84427
C -5.65678 1.02451 -3.58947
O -4.36764 1.04917 -2.96046
S -4.23528 2.38017 -2.07477
O -4.54310 2.05711 -0.73044
O -3.04198 3.04599 -2.44726
O -5.48589 3.17534 -2.69463
H -5.46113 2.85823 -4.72559
H -7.05270 2.64991 -3.95705
H -5.62630 0.43877 -4.50446
H -6.36310 0.57313 -2.89400
C -9.60752 1.74771 0.76998
C -9.17235 2.87317 -0.14506
O -8.20794 2.27683 -1.01574
S -8.59567 0.73350 -1.26772
O -9.29761 0.64519 -2.49599
O -7.46414 -0.06643 -0.97742
O -9.65697 0.58807 -0.06901
H -8.87243 1.56871 1.55746
H -10.58052 1.93202 1.21864
H -8.73375 3.70672 0.39711
H -10.00488 3.23376 -0.75439
C 9.78973 -0.73617 -3.11562
C 9.66867 0.29850 -2.01804
O 8.99682 1.40268 -2.63660
S 7.97785 0.85023 -3.75268
O 6.67943 0.78247 -3.18450
O 8.23608 1.52400 -4.96784
O 8.56074 -0.64244 -3.84593
H 10.61044 -0.50072 -3.79613
H 9.92233 -1.74141 -2.72395
H 10.63423 0.60867 -1.62678
H 9.04367 -0.06383 -1.19764
C -7.85064 -5.18381 -2.97716
C -9.27516 -4.91149 -2.54182
O -9.23032 -3.61225 -1.94411
S -8.11371 -2.72062 -2.68465
O -8.75073 -1.91274 -3.65767
O -7.24701 -2.18554 -1.70277
O -7.36427 -3.92620 -3.45240
H -7.22976 -5.49435 -2.13370
H -7.79401 -5.93342 -3.76272
H -9.64196 -5.64633 -1.83003
H -9.95064 -4.86779 -3.39950
*
```

For the LUMO energy, the calculation gives 0.0071 Ha. The HOMO energy comes out at -8.285 eV. Its structure (SMILES) is CO[C@@H](CCCCN)[C@H](C[C@H]1CO1)O[C@@H](CC=O)CC(C)C.O=S1(=O)OCCO1.O=S1(=O)OCCO1.O=S1(=O)OCCO1.O=S1(=O)OCCO1.O=S1(=O)OCCO1. Its largest force on an atom is 3.99 eV/Å. As for the frontier orbital gap: 8.48 eV.

Mulliken population analysis, charges in e, atoms 1 to 4: -0.66, -0.34, -0.14, -1.58

=====

This record from the Open Molecules 2025 dataset describes C3H2N2 in the gas phase. The level of theory is wB97M-V/def2-TZVPD.

ORCA input file:
```
! wB97M-V def2-TZVPD RIJCOSX def2/J DEFGRID3
* xyz 0 1
C 0.02916 -0.78178 0.74739
C 0.54915 0.60130 1.09874
C -0.18550 0.93532 -1.00872
N -0.35792 1.47903 -2.00209
N 0.46779 0.19506 -0.15163
H 0.59908 -1.66696 0.43256
H -1.10176 -0.76197 0.88375
*
```

For the LUMO energy, the calculation gives -0.0233 Ha. The HOMO energy comes out at -10.763 eV. The calculation puts the energy relative to the best compared isomer or geometry (same formula, charge and spin) at 104.67 kcal/mol. Its largest force on an atom is 3.04 eV/Å. As for the frontier orbital gap: 10.13 eV.

Mulliken population analysis, charges in e, atoms 1 to 4: -0.30, -0.25, 0.36, -0.35

=====

This record from the Open Molecules 2025 dataset describes a molecular structure, C13H11F2O3. The level of theory is wB97M-V/def2-TZVPD.

ORCA input file:
```
! wB97M-V def2-TZVPD RIJCOSX def2/J DEFGRID3
* xyz -1 1
O -0.37558 0.26018 -0.24497
C -0.64042 0.73523 -1.44312
O -0.91470 -0.03845 -2.37191
O -0.67733 1.93981 -1.66965
H -0.31943 -0.68295 -0.41511
F -0.26537 3.71342 0.18463
C -0.82298 3.16308 1.24983
C -0.96064 1.78470 1.45713
C -1.47766 1.22438 2.63467
C -1.85867 2.09762 3.64912
C -1.75718 3.48128 3.42241
C -1.21823 4.05537 2.30376
H -0.72584 1.13348 0.62816
H -1.69169 0.17664 2.78580
H -2.21965 1.66411 4.57008
H -1.99308 4.14717 4.23932
H -1.09609 5.12842 2.31134
F 4.29353 -2.75183 -2.06365
C 2.93630 -2.78792 -2.06936
C 2.18774 -3.51963 -3.01374
C 0.79399 -3.54235 -2.87772
C 0.15518 -2.89430 -1.76567
C 0.93022 -2.18453 -0.89753
C 2.31848 -2.08668 -1.10028
H 2.71107 -4.11796 -3.74485
H 0.28714 -4.12415 -3.63338
H -0.91189 -2.88140 -1.59962
H 0.43706 -1.59562 -0.13833
H 2.87580 -1.49707 -0.38742
*
```

For the LUMO energy, the calculation gives 0.1173 Ha. The HOMO energy comes out at -3.922 eV. Its largest force on an atom is 6.74 eV/Å. As for the frontier orbital gap: 7.11 eV.

Mulliken population analysis, charges in e, atoms 1 to 4: -0.36, 0.58, -0.72, -0.71

=====

This record from the Open Molecules 2025 dataset describes C5H10N2O2 in the gas phase. The level of theory is wB97M-V/def2-TZVPD.

ORCA input file:
```
! wB97M-V def2-TZVPD RIJCOSX def2/J DEFGRID3
* xyz 0 1
C -0.91963 0.89862 -1.45778
C -0.49366 0.31812 -0.34568
C 1.09442 -0.23487 1.44926
C 1.14595 1.92724 0.24012
C -1.38221 -1.22799 0.01784
N 0.44914 0.69773 0.54870
N -0.76789 -2.25349 -0.77411
O 0.21427 -2.80199 -0.31698
O -1.26326 -2.50279 -1.84987
H -0.47735 1.79815 -1.84618
H -1.72535 0.48150 -2.03034
H 0.55413 -0.28226 2.40274
H 1.16051 -1.23835 1.02648
H 2.10592 0.10711 1.65552
H 1.78519 2.19908 1.07705
H 1.76476 1.83005 -0.66118
H 0.42393 2.72949 0.08038
H -1.26910 -1.41114 1.08047
H -2.39977 -1.03421 -0.29645
*
```

For the LUMO energy, the calculation gives 0.0095 Ha. The HOMO energy comes out at -8.239 eV. Its structure (SMILES) is C=C(C[N+](=O)[O-])N(C)C. The calculation puts the energy relative to the best compared isomer or geometry (same formula, charge and spin) at 129.04 kcal/mol. Its largest force on an atom is 4.67 eV/Å. As for the frontier orbital gap: 8.50 eV.

Mulliken population analysis, charges in e, atoms 1 to 4: -1.14, 0.88, -0.91, -1.25

=====

This record from the Open Molecules 2025 dataset describes 2 unconnected molecules or ions with the total composition C14H16O. The level of theory is wB97M-V/def2-TZVPD.

ORCA input file:
```
! wB97M-V def2-TZVPD RIJCOSX def2/J DEFGRID3
* xyz 0 1
C 4.38500 0.70973 -1.94879
C 1.04978 1.96346 0.39838
C 0.82732 1.11899 -0.69560
C 2.32510 2.37740 0.73397
C 1.92112 0.69007 -1.43163
C 3.42101 1.91740 0.01271
C 3.20909 1.11365 -1.11930
H 0.15454 2.14327 0.97998
H -0.20422 0.91601 -0.94279
H 2.45393 3.05735 1.56577
H 1.79856 0.17241 -2.37813
H 4.44342 2.13481 0.27699
H 5.19235 1.44339 -1.95002
H 4.13365 0.66999 -3.01330
H 4.79067 -0.24221 -1.60240
C -0.59660 -2.84065 0.73267
C -3.08394 -0.26132 -0.51157
C -3.72208 0.07016 0.66504
C -2.11151 -1.23816 -0.51471
C -1.82859 -2.01838 0.62087
C -3.58580 -0.79477 1.75116
C -2.72877 -1.89007 1.69477
O -4.53775 1.15610 0.75884
H -3.37650 0.20899 -1.44356
H -1.59154 -1.46070 -1.43907
H -4.17659 -0.58107 2.63471
H -5.28493 1.05058 1.33998
H -0.26896 -3.34608 -0.17929
H -0.65891 -3.49672 1.59999
H -2.58496 -2.58997 2.50285
H 0.23610 -2.15364 0.90146
*
```

For the LUMO energy, the calculation gives 0.0309 Ha. The HOMO energy comes out at -8.349 eV. Its structure (SMILES) is Cc1ccc(O)cc1.Cc1ccccc1. The calculation puts the energy relative to the best compared isomer or geometry (same formula, charge and spin) at 15.10 kcal/mol. Its largest force on an atom is 1.57 eV/Å. As for the frontier orbital gap: 9.19 eV.

Mulliken population analysis, charges in e, atoms 1 to 4: -1.41, -0.59, -0.28, -0.41

=====

This record from the Open Molecules 2025 dataset describes a molecular structure, C30H33CrF2N4O3S. The level of theory is wB97M-V/def2-TZVPD.

ORCA input file:
```
! wB97M-V def2-TZVPD RIJCOSX def2/J DEFGRID3
* xyz 0 4
Cr 0.00102 0.95934 0.48629
S -0.03463 -0.14443 4.72231
C -0.03342 1.57548 4.74621
C -0.14518 2.10185 3.49464
C -0.24653 1.11955 2.46265
C -0.20955 -0.13999 2.99368
C -0.27012 -1.31254 2.12965
C -0.32457 -2.58941 2.62609
C -0.63219 -3.65586 1.71974
C -0.60832 -3.43348 0.39932
C -0.08534 -2.11879 -0.12532
N -0.32642 -0.99387 0.80236
H 0.03400 2.09164 5.69256
H -0.20932 3.17050 3.32057
H -0.29180 -2.74489 3.69532
H -0.95696 -4.61180 2.11534
H -0.91758 -4.18058 -0.32321
H 1.02232 -2.22386 -0.21067
O 2.29548 1.04362 0.98272
C 2.29618 2.24389 1.13770
O 1.22851 2.94174 0.76342
C 3.41385 3.05175 1.76130
N 2.93616 4.42969 1.98551
C 2.78636 4.58777 3.44508
C 3.86352 3.69508 4.05788
C 3.83811 2.47169 3.13556
H 4.24354 3.04061 1.05299
H 1.40776 3.87801 1.04286
H 3.60697 5.09942 1.63469
H 1.80298 4.21653 3.73842
H 2.85652 5.63686 3.72524
H 3.64294 3.43234 5.09111
H 4.83480 4.19290 4.02063
H 3.09328 1.75062 3.47583
H 4.79861 1.96674 3.07219
F -4.62633 -5.59137 -2.10695
C -3.78662 -4.53509 -1.99563
C -2.65607 -4.55074 -2.90897
C -1.77571 -3.55450 -2.89874
C -1.94404 -2.33217 -2.04544
C -0.56797 -1.81163 -1.56429
C -3.07428 -2.42059 -0.96298
C -3.97768 -3.60876 -1.06976
H -2.55040 -5.41147 -3.55704
H -0.91025 -3.58585 -3.55283
H 0.18440 -2.21985 -2.24632
H -0.54084 -0.73314 -1.67681
H -2.72337 -2.31364 0.06175
H -4.80283 -3.67448 -0.37086
C 2.33894 -0.26098 -4.50672
N 1.60046 0.58745 -3.59519
C 1.66303 0.51838 -2.24722
N 2.60024 -0.28437 -1.69732
O 0.87863 1.18417 -1.55237
H 2.08953 0.02187 -5.52535
H 2.09356 -1.31875 -4.37358
H 3.41508 -0.12360 -4.38270
H 0.78121 1.06119 -3.93526
H 3.14120 -0.93077 -2.24069
H 2.59937 -0.36124 -0.69273
F -3.54730 -1.75779 -3.83640
C -2.82390 -1.21510 -2.77128
C -2.22069 0.05853 -3.24835
C -2.03453 1.06367 -2.39586
C -2.43775 0.97126 -0.97873
C -1.83176 1.86845 0.02183
C -3.34795 0.04314 -0.64265
C -3.70627 -1.11227 -1.51331
H -1.98518 0.11789 -4.30634
H -1.60241 2.00210 -2.72370
H -2.47918 1.96191 0.89228
H -1.61444 2.86897 -0.37437
H -3.74918 0.01832 0.36622
H -4.77970 -1.18728 -1.71598
*
```

For the LUMO energy (alpha / beta), the calculation gives -0.0021 / -0.0021 Ha. The HOMO energy (alpha / beta) comes out at -5.827 / -5.921 eV. The calculation puts the energy relative to the best compared isomer or geometry (same formula, charge and spin) at 73.24 kcal/mol. Its largest force on an atom is 0.68 eV/Å. As for the frontier orbital gap (alpha / beta): 5.77 / 5.86 eV. The expectation value of S² is 3.8567.

Mulliken population analysis, charges in e, atoms 1 to 4: 0.46, -0.32, -0.69, -0.49

=====

This record from the Open Molecules 2025 dataset describes C4H10O2 in the gas phase. The level of theory is wB97M-V/def2-TZVPD.

ORCA input file:
```
! wB97M-V def2-TZVPD RIJCOSX def2/J DEFGRID3
* xyz 0 1
O -1.24088 -0.02991 -1.67979
C -1.66856 -0.33252 -0.01816
C -0.51026 -1.10661 0.31628
C 0.63535 -0.41027 1.03254
C 1.46321 0.51629 0.14904
O 0.62219 1.55773 -0.37263
H -0.67441 0.76464 -1.55477
H -1.78108 0.69361 0.33809
H -2.61520 -0.84787 -0.16569
H -0.53491 -0.82063 -1.22838
H -0.69242 -2.14342 0.59272
H 1.33311 -1.15941 1.42935
H 0.29603 0.18125 1.89936
H 1.90235 -0.05592 -0.68162
H 2.27834 0.97100 0.72909
H 1.18713 2.22205 -0.78544
*
```

For the LUMO energy, the calculation gives 0.0263 Ha. The HOMO energy comes out at -7.580 eV. The calculation puts the energy relative to the best compared isomer or geometry (same formula, charge and spin) at 86.82 kcal/mol. Its largest force on an atom is 0.39 eV/Å. As for the frontier orbital gap: 8.29 eV.

Mulliken population analysis, charges in e, atoms 1 to 4: -0.62, -0.40, -0.78, -0.45

=====

This record from the Open Molecules 2025 dataset describes a molecular structure, C16H21Cl3N4NaO2S2. The level of theory is wB97M-V/def2-TZVPD.

ORCA input file:
```
! wB97M-V def2-TZVPD RIJCOSX def2/J DEFGRID3
* xyz -1 1
Na -0.99954 0.97806 0.25575
N -4.77506 3.33832 -1.29791
C -3.55009 2.77788 -0.91680
S -3.64209 1.11187 -0.42454
N -2.53868 3.58080 -1.04281
N -1.30360 3.02813 -0.75224
C -0.32235 3.80708 -1.00778
C 1.10802 3.55576 -0.84620
C 1.92679 4.66200 -1.10559
C 3.30729 4.62312 -1.02793
C 3.90449 3.41142 -0.68336
C 3.14141 2.29585 -0.42929
C 1.71594 2.29578 -0.49003
O 1.05708 1.22725 -0.24778
H -5.55383 2.90178 -0.83156
H -4.76121 4.34753 -1.24128
H -0.56420 4.79846 -1.40728
H 1.43831 5.59175 -1.38181
H 3.89857 5.50598 -1.23381
H 4.98575 3.33764 -0.61445
H 3.61197 1.35491 -0.16462
C -2.60645 -4.82406 -1.76685
C -1.90905 -3.50235 -1.47480
C -1.18855 -3.53006 -0.13335
S -0.47963 -1.91463 0.26546
O -0.02387 -1.97338 1.68783
C 1.00946 -1.93248 -0.78821
C 2.27097 -2.28924 -0.01930
C 2.36247 -3.75030 0.39087
H -3.12289 -4.79428 -2.72663
H -3.34700 -5.05202 -0.99802
H -1.89334 -5.65095 -1.79538
H -2.63157 -2.68241 -1.47442
H -1.19748 -3.27599 -2.27352
H -0.41712 -4.30177 -0.08780
H -1.89060 -3.70324 0.68531
H 1.09425 -0.91074 -1.16206
H 0.82348 -2.61973 -1.61731
H 2.32523 -1.64186 0.85709
H 3.11645 -2.01277 -0.65502
H 1.58031 -3.99997 1.10805
H 3.32248 -3.96625 0.86365
H 2.26544 -4.41374 -0.47373
Cl 1.16695 -0.57489 4.98640
C -0.13180 0.62640 5.10368
Cl -1.44094 0.00645 6.10860
Cl 0.49878 2.13934 5.80615
C -0.61966 0.90803 3.76349
N -1.02132 1.10555 2.71114
*
```

For the LUMO energy, the calculation gives 0.0766 Ha. The HOMO energy comes out at -3.520 eV. The calculation puts the energy relative to the best compared isomer or geometry (same formula, charge and spin) at 12.62 kcal/mol. Its largest force on an atom is 0.49 eV/Å. As for the frontier orbital gap: 5.60 eV.

Mulliken population analysis, charges in e, atoms 1 to 4: 0.89, -0.51, 0.38, -0.56